ORCA calculation (the ωB97M-V functional and the def2-TZVPD basis) on 13 unconnected molecules or ions with the total composition C20H26Br2Cl36NO2 at a distorted geometry.

Summary:
Molecular weight in g mol⁻¹: 1748.549
Charge: -1
Orbital gap in eV: 7.4
E_HOMO in eV: -5.768

Last columns: bonded neighbours and bond lengths (Å).
Atoms and positions in Å:
1 C -1.837 -3.778 3.277  C2 1.634, H14 1.157, H15 1.141, H16 1.158
2 C -2.201 -2.187 3.372  C1 1.634, C3 1.637, H17 1.156, H18 1.141
3 C -0.859 -1.326 3.742  C2 1.637, Br4 2.010, N5 1.488, H19 1.143
4 Br -1.048 -0.732 5.652  C3 2.010
5 N -0.821 -0.222 2.747  C3 1.488, C6 1.486, H20 1.041
6 C 0.526 0.377 2.558  N5 1.486, C7 1.637, C10 1.604, H21 1.152
7 C 0.351 1.566 1.446  C6 1.637, O8 1.296, O9 1.371
8 O -0.649 1.418 0.635  C7 1.296
9 O 1.206 2.633 1.345  C7 1.371
10 C 1.642 -0.619 1.978  C6 1.604, Br11 1.999, C12 1.606, H22 1.157
11 Br 2.803 -1.196 3.500  C10 1.999
12 C 1.083 -1.813 1.061  C10 1.606, C13 1.612, H23 1.153, H24 1.140
13 C 2.096 -3.065 1.135  C12 1.612, H25 1.155, H26 1.151, H27 1.153
14 H -2.570 -4.312 2.559  C1 1.157
15 H -1.824 -4.274 4.305  C1 1.141
16 H -0.808 -3.829 2.748  C1 1.158
17 H -2.469 -1.889 2.288  C2 1.156
18 H -3.070 -1.986 4.084  C2 1.141
19 H 0.004 -2.072 3.667  C3 1.143
20 H -1.425 0.521 3.158  N5 1.041
21 H 0.960 0.866 3.505  C6 1.152
22 H 2.321 0.022 1.296  C10 1.157
23 H 1.051 -1.420 -0.023  C12 1.153
24 H 0.029 -2.168 1.312  C12 1.140
25 H 1.936 -3.809 0.266  C13 1.155
26 H 3.184 -2.707 1.030  C13 1.151
27 H 1.928 -3.635 2.123  C13 1.153
28 C -3.157 -0.170 -0.983  Cl29 1.775, Cl30 1.769, Cl31 1.765, H32 1.091
29 Cl -4.846 0.307 -1.256  C28 1.775
30 Cl -3.076 -1.680 -0.066  C28 1.769
31 Cl -2.300 -0.331 -2.518  C28 1.765
32 H -2.666 0.611 -0.401  C28 1.091
33 C -3.704 2.831 2.716  Cl34 1.766, Cl35 1.772, Cl36 1.762, H37 1.089
34 Cl -4.297 1.326 2.008  C33 1.766
35 Cl -5.043 3.941 3.050  C33 1.772
36 Cl -2.792 2.497 4.187  C33 1.762
37 H -3.035 3.306 2.000  C33 1.089
38 C 0.908 1.823 -2.177  Cl39 1.769, Cl40 1.772, Cl41 1.772, H42 1.093
39 Cl 2.602 1.852 -1.668  C38 1.769
40 Cl 0.504 3.293 -3.079  C38 1.772
41 Cl 0.577 0.383 -3.155  C38 1.772
42 H 0.281 1.785 -1.282  C38 1.093
43 C 0.911 2.729 -6.884  Cl44 1.770, Cl45 1.770, Cl46 1.769, H47 1.089
44 Cl 2.665 2.861 -7.086  C43 1.770
45 Cl 0.070 3.507 -8.234  C43 1.770
46 Cl 0.427 1.034 -6.743  C43 1.769
47 H 0.633 3.242 -5.965  C43 1.089
48 C -6.092 -3.342 -1.398  Cl49 1.770, Cl50 1.768, Cl51 1.770, H52 1.089
49 Cl -7.752 -3.529 -1.985  C48 1.770
50 Cl -6.068 -3.192 0.363  C48 1.768
51 Cl -5.091 -4.705 -1.920  C48 1.770
52 H -5.679 -2.430 -1.825  C48 1.089
53 C 2.571 6.915 -2.431  Cl54 1.769, Cl55 1.770, Cl56 1.769, H57 1.089
54 Cl 1.170 7.873 -1.931  C53 1.769
55 Cl 2.460 6.500 -4.148  C53 1.770
56 Cl 4.073 7.788 -2.098  C53 1.769
57 H 2.578 5.991 -1.855  C53 1.089
58 C -5.451 -3.112 -5.994  Cl59 1.768, Cl60 1.770, Cl61 1.770, H62 1.088
59 Cl -5.029 -2.491 -4.393  C58 1.768
60 Cl -6.364 -4.622 -5.855  C58 1.770
61 Cl -6.375 -1.909 -6.906  C58 1.770
62 H -4.529 -3.318 -6.535  C58 1.088
63 C 7.073 5.339 -0.647  Cl64 1.769, Cl65 1.771, Cl66 1.769, H67 1.088
64 Cl 5.824 4.593 -1.655  C63 1.769
65 Cl 7.131 7.088 -0.916  C63 1.771
66 Cl 6.787 4.982 1.062  C63 1.769
67 H 8.036 4.917 -0.929  C63 1.088
68 C -6.361 4.511 6.423  Cl69 1.769, Cl70 1.770, Cl71 1.770, H72 1.090
69 Cl -4.784 4.256 7.182  C68 1.769
70 Cl -7.633 3.688 7.339  C68 1.770
71 Cl -6.714 6.240 6.287  C68 1.770
72 H -6.333 4.087 5.419  C68 1.090
73 C 4.243 -6.295 -1.080  Cl74 1.769, Cl75 1.771, Cl76 1.770, H77 1.088
74 Cl 4.643 -5.697 0.536  C73 1.769
75 Cl 3.335 -7.811 -0.976  C73 1.771
76 Cl 3.327 -5.081 -1.986  C73 1.770
77 H 5.173 -6.489 -1.612  C73 1.088
78 C 6.894 -0.105 4.725  Cl79 1.768, Cl80 1.770, Cl81 1.771, H82 1.088
79 Cl 5.636 0.960 4.087  C78 1.768
80 Cl 6.187 -1.606 5.340  C78 1.770
81 Cl 8.106 -0.452 3.482  C78 1.771
82 H 7.388 0.404 5.551  C78 1.088
83 C 2.329 -2.994 -5.234  Cl84 1.770, Cl85 1.768, Cl86 1.770, H87 1.089
84 Cl 0.678 -3.179 -5.846  C83 1.770
85 Cl 2.327 -2.864 -3.470  C83 1.768
86 Cl 3.341 -4.349 -5.758  C83 1.770
87 H 2.745 -2.076 -5.645  C83 1.089